[1]
This record from OMol25 describes C20H20N8O4 in the gas phase. The level of theory is ωB97M-V/def2-TZVPD.

```
! RIJCOSX wB97M-V def2-TZVPD def2/J DEFGRID3
* xyz 0 1
C -5.45 -4.94 0.57
C -6.28 -3.70 0.27
C -5.53 -2.42 0.60
O -4.44 -2.31 -0.29
C -3.57 -1.29 -0.15
C -3.68 -0.26 0.78
C -2.74 0.75 0.82
C -1.66 0.75 -0.06
C -0.68 1.82 -0.01
C 0.71 1.86 -0.04
C 1.69 0.76 -0.18
O 1.39 -0.39 -0.42
N 2.96 1.23 -0.01
N 4.03 0.43 -0.08
C 5.19 0.94 0.09
C 6.36 0.13 0.03
C 6.53 -1.22 -0.20
C 7.92 -1.45 -0.14
C 8.51 -0.24 0.11
C 9.94 0.14 0.28
O 7.57 0.72 0.22
N 1.09 3.15 0.12
N 0.08 3.90 0.23
N -1.02 3.14 0.16
C -2.29 3.68 0.17
N -2.70 4.59 1.01
O -3.95 4.90 0.69
N -4.38 4.19 -0.38
C -3.38 3.42 -0.75
N -3.38 2.63 -1.85
C -1.54 -0.29 -0.99
C -2.48 -1.29 -1.03
H -5.99 -5.84 0.29
H -4.51 -4.90 0.02
H -5.23 -5.00 1.64
H -7.21 -3.72 0.84
H -6.54 -3.68 -0.80
H -6.20 -1.55 0.49
H -5.17 -2.46 1.64
H -4.50 -0.24 1.49
H -2.82 1.52 1.58
H 3.07 2.23 0.17
H 5.34 2.00 0.29
H 5.75 -1.92 -0.38
H 8.42 -2.39 -0.28
H 10.57 -0.74 0.18
H 10.22 0.88 -0.46
H 10.10 0.58 1.27
H -4.28 2.50 -2.29
H -2.75 1.84 -1.86
H -0.69 -0.31 -1.65
H -2.40 -2.09 -1.74
*
```

Output
Gap between HOMO and LUMO ... 7.803 eV
HOMO level ... -7.8 eV
Electronic energy ... -41171.330 eV
SMILES ... CCCOc1ccc(-c2c(C(=O)N/N=C/c3ccc(C)o3)nnn2-c2nonc2N)cc1
Energy relative to the best compared isomer or geometry (same formula, charge and spin) ... 0.000 eV

Mulliken population analysis, charges in e, atoms 1 to 2: -1.13 -0.59



[2]
This record from OMol25 describes C4H9NO2 as an isolated structure. The level of theory is ωB97M-V/def2-TZVPD.

```
! RIJCOSX wB97M-V def2-TZVPD def2/J DEFGRID3
* xyz 0 1
C -2.47 0.71 0.82
C -1.93 -0.61 0.27
N 0.59 0.02 -1.14
C 0.69 0.32 0.08
O 0.81 0.54 1.21
O 1.98 0.63 -1.25
C 3.01 -0.29 -0.91
H -3.00 1.27 0.04
H -3.16 0.54 1.64
H -1.65 1.34 1.19
H -1.32 -1.13 1.01
H -2.73 -1.28 -0.06
H -1.32 -0.44 -0.62
H 3.86 0.03 -1.52
H 3.28 -0.25 0.15
H 2.71 -1.31 -1.17
*
```

Output
Gap between HOMO and LUMO ... 11.687 eV
HOMO level ... -10.8 eV
Electronic energy ... -9875.696 eV
Energy relative to the best compared isomer or geometry (same formula, charge and spin) ... 4.364 eV

Mulliken population analysis, charges in e, atoms 1 to 2: -0.77 -0.92



[3]
This record from OMol25 describes C4H4N4 as an isolated structure. The level of theory is ωB97M-V/def2-TZVPD.

```
! RIJCOSX wB97M-V def2-TZVPD def2/J DEFGRID3
* xyz 0 1
C 1.18 0.13 -0.03
C 0.20 1.16 -0.33
C -1.15 1.44 -0.20
C -1.31 -0.89 0.54
H 2.40 1.17 1.03
H 1.09 2.16 -0.35
H -1.43 2.57 -0.56
H -1.78 -1.43 1.24
N 2.35 0.17 0.48
N -1.79 0.39 0.25
N -0.41 -1.59 -0.32
N 0.73 -1.17 -0.59
*
```

Output
Gap between HOMO and LUMO ... 7.827 eV
HOMO level ... -9.1 eV
Electronic energy ... -10166.666 eV
Energy relative to the best compared isomer or geometry (same formula, charge and spin) ... 6.172 eV

Mulliken population analysis, charges in e, atoms 1 to 2: 0.52 -0.34



[4]
This record from OMol25 describes C3H6N4 in the gas phase. The level of theory is ωB97M-V/def2-TZVPD.

```
! RIJCOSX wB97M-V def2-TZVPD def2/J DEFGRID3
* xyz 0 1
H -0.38 -2.30 -0.56
N 0.00 -2.09 0.48
C 0.04 -0.90 0.71
C 0.11 0.01 2.04
N 0.13 1.36 1.78
N -0.20 1.50 0.38
N -0.26 0.03 -0.24
C 0.24 0.12 -1.58
H 0.30 -0.37 3.07
H -1.10 2.10 0.15
H 1.31 0.34 -1.80
H -0.03 -0.64 -2.18
H -0.15 0.86 -2.23
*
```

Output
Gap between HOMO and LUMO ... 9.092 eV
HOMO level ... -8.7 eV
Electronic energy ... -9164.169 eV
SMILES ... [H]/N=c1/cn[nH]n1C
Energy relative to the best compared isomer or geometry (same formula, charge and spin) ... 4.688 eV

Mulliken population analysis, charges in e, atoms 1 to 2: 0.27 -0.67



[5]
This record from OMol25 describes C5H10N2O in the gas phase. The level of theory is ωB97M-V/def2-TZVPD.

```
! RIJCOSX wB97M-V def2-TZVPD def2/J DEFGRID3
* xyz 0 1
H 2.67 1.01 0.10
N 3.17 0.34 -0.50
C 2.43 -0.64 -0.84
C 0.98 -0.94 -0.37
C 0.02 -0.03 -0.26
C 0.17 1.46 -0.46
N -1.33 -0.47 0.16
C -2.02 0.10 1.31
O -1.65 -1.83 0.04
H 2.86 -1.42 -1.49
H 0.81 -2.00 -0.20
H -0.79 1.91 -0.70
H 0.54 1.94 0.46
H 0.85 1.69 -1.28
H -3.10 0.09 1.14
H -1.71 1.13 1.50
H -1.81 -0.49 2.21
H -2.11 -1.86 -0.82
*
```

Output
Gap between HOMO and LUMO ... 9.055 eV
HOMO level ... -8.3 eV
Electronic energy ... -10371.831 eV
SMILES ... [H]/N=C\C=C(/C)N(C)O
Energy relative to the best compared isomer or geometry (same formula, charge and spin) ... 3.474 eV

Mulliken population analysis, charges in e, atoms 1 to 2: 0.29 -0.65



[6]
This record from OMol25 describes a 5-piece molecular cluster, C27H46ClI2NO10PS4 overall. The level of theory is ωB97M-V/def2-TZVPD.

```
! RIJCOSX wB97M-V def2-TZVPD def2/J DEFGRID3
* xyz 1 1
C -2.87 -1.87 0.81
C -1.59 -2.63 0.36
C -0.34 -2.00 1.05
Cl 0.92 -3.18 1.50
C 0.15 -0.85 0.21
C -0.15 0.42 0.63
N 0.22 1.49 -0.08
C 0.89 1.38 -1.22
C 1.26 0.15 -1.69
C 2.02 0.02 -2.99
I 4.13 0.06 -3.01
C 1.31 -0.14 -4.11
C 1.89 -0.31 -5.51
I -0.82 -0.23 -4.02
C 0.91 -1.02 -0.98
P 1.50 -2.64 -1.76
O 2.82 -3.19 -0.93
O 0.30 -3.76 -1.78
H -3.75 -2.40 0.43
H -2.90 -1.71 1.90
H -2.85 -0.91 0.27
H -1.69 -3.70 0.55
H -1.50 -2.41 -0.71
H -0.71 -1.57 2.00
H -0.70 0.55 1.56
H -0.02 2.41 0.27
H 1.17 2.26 -1.80
H 1.30 -1.10 -6.01
H 1.71 0.62 -6.06
H 2.93 -0.62 -5.52
H 3.28 -2.46 -0.50
H 0.70 -4.62 -1.98
C -6.28 -0.68 5.70
C -6.47 -1.40 4.36
C -5.69 -0.62 3.30
S -4.33 0.17 4.17
O -4.52 1.60 4.11
O -3.08 -0.46 3.78
C -4.78 -0.39 5.80
H -6.62 -1.28 6.54
H -6.84 0.26 5.70
H -6.09 -2.42 4.44
H -7.53 -1.47 4.10
H -5.29 -1.27 2.53
H -6.29 0.16 2.85
H -4.54 0.37 6.53
H -4.22 -1.30 6.01
C 3.47 4.92 -7.19
C 4.10 4.34 -5.92
C 4.12 2.81 -6.08
S 4.21 2.50 -7.84
O 2.99 1.84 -8.25
O 5.50 1.96 -8.17
C 4.14 4.21 -8.35
H 3.61 6.00 -7.25
H 2.40 4.72 -7.19
H 5.12 4.71 -5.81
H 3.55 4.63 -5.02
H 4.99 2.37 -5.59
H 3.21 2.36 -5.70
H 3.59 4.29 -9.29
H 5.16 4.55 -8.49
C -3.54 5.87 4.79
C -3.99 7.02 5.71
C -5.53 6.97 5.78
S -5.99 5.25 5.52
O -6.72 5.16 4.28
O -6.50 4.70 6.74
C -4.33 4.64 5.24
H -2.47 5.70 4.85
H -3.79 6.11 3.75
H -3.57 6.87 6.70
H -3.65 7.98 5.34
H -5.90 7.29 6.75
H -5.99 7.56 4.99
H -4.35 3.84 4.51
H -3.95 4.27 6.19
C 5.24 -5.84 -1.14
C 5.99 -7.11 -1.59
C 6.57 -7.76 -0.33
S 5.50 -7.28 1.03
O 6.24 -6.44 1.93
O 4.77 -8.44 1.49
C 4.40 -6.25 0.06
H 4.62 -5.44 -1.94
H 5.96 -5.07 -0.85
H 5.28 -7.79 -2.06
H 6.76 -6.88 -2.31
H 6.60 -8.84 -0.40
H 7.57 -7.38 -0.11
H 4.07 -5.41 0.66
H 3.55 -6.86 -0.24
*
```

Output
Gap between HOMO and LUMO ... 6.330 eV
HOMO level ... -11.0 eV
Electronic energy ... -132055.781 eV

Mulliken population analysis, charges in e, atoms 1 to 2: -1.10 -0.48